A gas-phase ion, C2H2N3O2 (charge -1) in a non-equilibrium geometry. Source: the Open Molecules 2025 dataset; level of theory: wB97M-V/def2-TZVPD.

Computed properties:
Lowest unoccupied orbital energy, eV: 3.85
Structure (SMILES): [H]/N=N\C=N\C(=O)[O-]
Energy above the lowest of the compared OMol25 structures with the same formula, charge and spin, eV: 2.143
Largest force on an atom, eV/A: 7.2
Orbital gap, eV: 8.363
DFT total energy, Ha: -392.1394
Net charge: -1

Structure (XYZ):
```
9
Properties=species:S:1:pos:R:3:forces:R:3:lowdin_charge:R:1
O 1.933 1.007 -0.720 0.17 0.63 -0.34 -0.052
O 2.252 -0.909 0.391 1.67 -1.98 0.92 -0.023
N 0.233 0.059 0.348 1.97 -0.48 -0.38 0.112
N -1.903 -0.289 0.038 -0.40 0.46 -0.14 -0.064
N -1.914 0.838 0.498 -7.03 0.83 1.25 0.008
C 1.624 0.033 -0.024 -0.54 0.82 -0.64 -0.872
C -0.581 -0.647 -0.272 0.83 -0.91 -0.10 -0.253
H -0.489 -1.515 -0.945 0.51 0.56 0.11 0.120
H -1.155 1.422 0.685 2.81 0.08 -0.68 0.024
```
Positions in Å, forces in eV/Å.

A molecular structure, C41H40N7O7PW in a non-equilibrium geometry. Source: the Open Molecules 2025 dataset; level of theory: wB97M-V/def2-TZVPD.

Computed properties:
Lowest unoccupied orbital energy (alpha / beta), eV: -6.72 / -6.72
Energy above the lowest of the compared OMol25 structures with the same formula, charge and spin, eV: 0.271
Largest force on an atom, eV/A: 1.8
Orbital gap (alpha / beta), eV: 6.278 / 6.283
DFT total energy, Ha: -2904.2379
Net charge: +2

Structure (XYZ):
```
97
Properties=species:S:1:pos:R:3:forces:R:3:lowdin_charge:R:1
W -0.540 0.664 0.135 -1.46 1.11 0.22 1.558
P 1.388 1.325 -1.415 -0.10 0.09 -0.31 1.093
O -2.046 -5.279 0.141 0.00 -0.09 0.28 0.048
O -3.555 0.147 -1.352 -0.05 -0.15 0.14 -0.027
O -4.082 -3.434 6.538 0.02 -0.23 -0.29 0.105
O -4.566 -5.405 5.788 0.14 0.28 -0.07 0.114
O -3.420 -6.561 1.208 0.39 0.19 0.06 0.138
O -2.299 -0.034 3.403 0.34 -0.14 -0.69 0.058
O -1.138 -0.879 1.663 -0.24 0.42 -0.02 -0.149
N -2.739 -5.569 1.110 -0.48 0.11 -0.30 -0.329
N -2.720 1.051 0.707 0.14 -0.28 0.10 -0.120
N 0.897 0.966 1.665 -0.11 0.94 0.37 -0.070
N -4.092 -4.294 5.681 -0.09 -0.03 0.21 -0.339
N -0.777 2.908 0.802 0.30 -0.36 0.31 -0.125
N -1.321 -0.699 -1.131 -0.31 0.33 -0.42 -0.033
N 0.685 -1.053 0.146 -0.15 -0.25 -0.16 -0.039
C 0.827 2.181 2.489 -0.13 0.17 -0.20 -0.131
C -2.372 -2.364 2.985 -0.07 -0.11 -0.07 -0.092
C 3.370 2.481 0.174 0.01 0.07 -0.03 -0.139
C 1.934 -0.906 -2.952 0.07 0.02 0.03 -0.104
C 2.494 0.008 -2.050 0.01 -0.01 0.09 -0.325
C -1.448 -2.849 -2.344 0.17 -0.06 -0.08 0.039
C 3.258 4.958 -1.066 -0.05 0.00 -0.02 -0.044
C 2.711 -1.899 -3.526 -0.03 0.00 0.00 -0.054
C -3.416 -4.920 3.395 -0.10 -0.25 0.04 0.106
C -1.453 2.255 -4.088 -0.11 0.01 -0.10 -0.017
C 4.201 3.504 0.601 -0.01 -0.05 0.03 -0.052
C -3.658 0.132 0.048 -0.11 0.03 -0.23 -0.156
C -2.259 0.138 -1.884 -0.21 0.45 0.19 -0.310
C 4.630 -1.083 -2.334 -0.01 0.04 0.04 -0.052
C -0.778 1.882 -2.922 -0.12 0.11 0.10 -0.253
C -0.884 -1.877 -1.366 0.13 -0.75 -0.09 -0.243
C -2.039 3.156 1.541 -0.09 0.04 -0.11 -0.148
C 1.326 2.148 -4.100 0.04 0.05 -0.07 -0.070
C 0.399 3.329 1.602 -0.12 -0.10 0.05 -0.153
C 4.147 4.746 -0.023 0.00 0.05 0.00 -0.046
C 4.063 -1.992 -3.213 0.00 -0.02 -0.01 -0.053
C 3.850 -0.086 -1.752 0.02 -0.10 0.03 -0.067
C -0.747 2.566 -5.237 -0.01 0.01 -0.01 -0.035
C -1.903 -0.974 2.705 -0.04 0.54 0.32 -0.546
C -3.463 -3.951 4.376 -0.10 -0.04 0.19 -0.088
C 0.602 1.852 -2.940 0.18 0.05 0.02 -0.341
C 0.980 -3.347 -0.426 -0.31 -0.11 -0.31 0.043
C 0.648 2.510 -5.248 0.03 -0.01 -0.01 -0.043
C 2.484 2.678 -0.893 0.13 -0.12 0.04 -0.355
C 1.628 -1.166 1.092 0.26 0.57 0.27 -0.194
C -3.163 2.447 0.830 0.02 0.19 0.01 -0.147
C -1.550 1.507 -1.685 0.27 -0.61 -0.44 -0.223
C 2.024 -3.426 0.448 0.32 -0.04 0.26 0.020
C -2.289 -3.319 1.985 0.14 -0.08 -0.01 0.067
C -2.968 -2.678 4.198 0.01 0.12 0.15 0.094
C 2.429 3.929 -1.504 -0.01 0.03 0.05 -0.071
C 1.707 0.045 1.962 0.95 -0.99 0.22 -0.260
C 0.298 -2.131 -0.543 -0.10 -0.22 -0.18 -0.194
C 2.337 -2.315 1.249 0.41 -0.53 0.20 0.047
C 2.638 0.128 3.118 0.17 -0.29 0.13 0.031
C -2.814 -4.573 2.204 0.12 -0.14 -0.08 -0.097
H 4.802 5.545 0.303 -0.05 -0.04 -0.01 0.120
H -1.821 -3.089 1.042 0.00 0.01 -0.04 0.108
H -2.341 2.239 -1.584 -0.02 0.20 0.25 0.092
H -2.232 4.226 1.617 0.02 0.08 0.05 0.144
H 2.411 2.097 -4.098 -0.09 -0.01 0.00 0.127
H 3.302 0.991 3.023 -0.02 -0.02 0.00 0.099
H -1.699 -3.785 -1.839 -0.01 0.02 0.03 0.084
H 1.204 3.575 0.922 0.04 0.11 -0.07 0.091
H 3.211 5.926 -1.550 0.01 -0.06 0.02 0.120
H -2.386 -0.173 -2.915 0.15 -0.08 -0.24 0.163
H 1.740 4.109 -2.319 0.04 0.00 -0.01 0.107
H -3.375 2.886 -0.140 -0.03 -0.01 -0.06 0.123
H -3.449 -0.861 0.437 0.07 -0.22 0.07 0.130
H 2.075 0.243 4.048 0.03 0.01 -0.04 0.121
H 4.323 0.626 -1.089 0.01 -0.02 -0.07 0.091
H 5.689 -1.131 -2.112 -0.07 0.00 0.00 0.117
H 0.897 -0.803 -3.246 -0.04 -0.02 -0.01 0.106
H -2.539 2.294 -4.095 0.10 0.00 0.01 0.131
H 0.168 4.209 2.201 -0.03 0.08 0.05 0.142
H 3.256 -0.761 3.205 -0.01 0.05 0.03 0.085
H -2.351 -2.466 -2.816 0.03 0.01 0.02 0.097
H 4.902 3.336 1.412 -0.05 0.00 -0.05 0.118
H -3.834 -5.902 3.561 0.00 -0.01 -0.01 0.144
H -3.045 -1.949 4.993 -0.02 0.01 -0.05 0.142
H 3.109 -2.388 2.003 -0.05 -0.05 -0.06 0.124
H -2.672 0.752 1.689 0.08 -0.17 0.03 0.081
H 1.787 2.419 2.937 0.08 -0.02 0.04 0.123
H 3.415 1.517 0.668 0.06 0.04 -0.03 0.087
H 0.661 -4.209 -1.003 0.00 0.12 0.05 0.139
H 4.676 -2.758 -3.674 -0.05 0.06 0.03 0.119
H 2.574 -4.352 0.561 0.00 0.07 0.01 0.135
H 2.271 -2.588 -4.240 0.03 0.07 0.06 0.117
H -0.711 -3.087 -3.119 -0.08 0.03 0.07 0.104
H -1.282 2.855 -6.134 0.04 -0.03 0.06 0.121
H -0.809 3.489 -0.024 0.09 0.04 -0.33 0.127
H 1.196 2.747 -6.153 -0.05 -0.01 0.08 0.120
H -1.933 2.749 2.544 0.04 -0.04 0.10 0.127
H -4.688 0.395 0.268 -0.13 0.05 0.05 0.156
H -4.072 2.498 1.428 -0.11 -0.01 0.02 0.149
H 0.113 2.003 3.294 -0.10 -0.12 0.04 0.141
```
Positions in Å, forces in eV/Å.

- Number 2 is which compound?
  C41H40N7O7PW

Please write out number 1 again, unchanged.
A gas-phase ion, C2H2N3O2 (charge -1) in a non-equilibrium geometry. Source: the Open Molecules 2025 dataset; level of theory: wB97M-V/def2-TZVPD.

Computed properties:
Lowest unoccupied orbital energy, eV: 3.85
Structure (SMILES): [H]/N=N\C=N\C(=O)[O-]
Energy above the lowest of the compared OMol25 structures with the same formula, charge and spin, eV: 2.143
Largest force on an atom, eV/A: 7.2
Orbital gap, eV: 8.363
DFT total energy, Ha: -392.1394
Net charge: -1

Structure (XYZ):
```
9
Properties=species:S:1:pos:R:3:forces:R:3:lowdin_charge:R:1
O 1.933 1.007 -0.720 0.17 0.63 -0.34 -0.052
O 2.252 -0.909 0.391 1.67 -1.98 0.92 -0.023
N 0.233 0.059 0.348 1.97 -0.48 -0.38 0.112
N -1.903 -0.289 0.038 -0.40 0.46 -0.14 -0.064
N -1.914 0.838 0.498 -7.03 0.83 1.25 0.008
C 1.624 0.033 -0.024 -0.54 0.82 -0.64 -0.872
C -0.581 -0.647 -0.272 0.83 -0.91 -0.10 -0.253
H -0.489 -1.515 -0.945 0.51 0.56 0.11 0.120
H -1.155 1.422 0.685 2.81 0.08 -0.68 0.024
```
Positions in Å, forces in eV/Å.